(1)
Here is a 2-piece molecular cluster, C7H19OPSSi overall from OMol25. Energies are from ωB97M-V/def2-TZVPD.

Results
**Electronic energy**: -37613.895 eV
**Multiplicity**: 1
**Highest occupied orbital energy (spin up / spin down)**: -8.479 / -8.480 eV
**Gap between HOMO and LUMO (spin up / spin down)**: 5.38 / 5.39 eV
**Relative energy (zero: lowest compared OMol25 entry of this formula, charge and spin)**: 92.8 kcal per mole

Each line ends with the Mulliken charge.
Cartesian coordinates (Å):
C 1.129 2.466 -0.389  -1.321
C 2.358 -1.287 -2.119  -1.072
C -3.183 -1.844 -0.470  -1.052
C -2.878 0.896 0.889  -1.001
C -1.275 -1.348 1.768  -1.202
C 1.842 1.803 0.812  -0.350
C 2.539 -0.093 -1.192  -0.317
O -0.830 -0.250 -0.960  -0.636
Si -1.896 -0.564 0.131  0.673
P 1.735 -0.021 0.579  0.435
S 2.616 -1.004 1.936  -0.213
H 2.003 2.623 -1.008  0.417
H 0.466 1.765 -0.901  0.368
H 0.723 3.448 -0.110  0.326
H 1.255 -1.682 -2.152  0.218
H 2.826 -1.070 -3.095  0.367
H 2.979 -2.170 -1.674  0.303
H -2.582 -2.240 -1.218  0.252
H -3.353 -2.600 0.368  0.293
H -4.199 -1.367 -0.879  0.262
H -2.299 1.254 1.839  0.234
H -2.813 1.890 0.280  0.246
H -3.828 0.511 1.067  0.334
H -2.121 -1.729 2.254  0.480
H -0.405 -1.991 1.613  0.241
H -0.885 -0.488 2.452  0.241
H 1.320 2.124 1.765  0.366
H 2.900 2.058 0.984  0.453
H 2.197 0.832 -1.736  0.278
H 3.659 0.079 -0.835  0.379

=====

(2)
Here is C7H20N3OPt as an isolated structure from OMol25. Energies are from ωB97M-V/def2-TZVPD.

Results
**Electronic energy**: -17344.452 eV
**Multiplicity**: 3
**Highest occupied orbital energy (spin up / spin down)**: 0.798 / -3.878 eV
**<S²>**: 2.00
**Gap between HOMO and LUMO (spin up / spin down)**: 1.98 / 6.99 eV
**Relative energy (zero: lowest compared OMol25 entry of this formula, charge and spin)**: 0.0 kcal per mole
**Charge**: -1

Each line ends with the Mulliken spin population.
Cartesian coordinates (Å):
C -2.724 3.273 -2.226  -0.006
Pt 0.298 -0.424 -2.439  0.695
N 1.405 -2.114 -3.057  0.176
H -0.841 -0.460 -3.453  0.108
H 2.417 -1.902 -3.030  0.007
H -2.890 3.338 -3.274  0.000
H -2.924 4.220 -1.688  0.003
H -1.709 2.845 -2.040  -0.012
H -3.356 2.450 -1.802  -0.003
H 1.052 -2.783 -2.369  -0.032
H 1.004 -2.244 -3.999  0.062
C 2.845 0.637 1.045  0.473
N 1.507 0.243 1.428  -1.567
C 1.261 -0.051 2.825  1.455
C -0.227 -0.104 3.053  0.595
C -0.959 -0.952 2.036  1.174
N -0.581 -0.561 0.681  -1.048
C -1.496 -1.030 -0.335  0.348
C 0.690 -0.169 0.437  1.869
O 1.263 -0.202 -0.734  -0.253
H 2.795 0.968 0.004  0.223
H 3.547 -0.214 1.125  -0.287
H 3.196 1.445 1.705  0.007
H 1.708 -1.018 3.087  -0.609
H 1.757 0.733 3.397  -0.057
H -0.637 0.918 3.042  0.061
H -0.403 -0.549 4.039  -0.662
H -2.043 -0.838 2.141  -0.140
H -0.722 -2.015 2.202  -0.575
H -1.154 -0.733 -1.340  0.201
H -1.594 -2.113 -0.289  -0.149
H -2.484 -0.596 -0.171  -0.059

=====

(3)
Here is C7H20N5Re as an isolated structure from OMol25. Energies are from ωB97M-V/def2-TZVPD.

Results
**Electronic energy**: -17151.143 eV
**Multiplicity**: 4
**Highest occupied orbital energy (spin up / spin down)**: -11.147 / -11.367 eV
**<S²>**: 3.77
**Gap between HOMO and LUMO (spin up / spin down)**: 7.40 / 7.18 eV
**Relative energy (zero: lowest compared OMol25 entry of this formula, charge and spin)**: 0.0 kcal per mole
**Charge**: +1

Each line ends with the Mulliken spin population.
Cartesian coordinates (Å):
C -3.490 -1.714 -3.745  -0.009
Re 0.453 -0.920 -1.090  2.585
N 0.305 -0.143 -3.099  0.033
H -1.031 -1.736 -0.892  -0.041
H -3.962 -0.806 -3.472  0.000
H -4.147 -2.595 -3.450  0.000
H -2.622 -1.706 -3.129  0.011
H -3.194 -1.724 -4.815  0.000
H 1.222 -0.161 -3.549  0.019
H 0.013 0.861 -3.060  0.002
H -0.368 -0.591 -3.742  0.002
C -0.086 1.429 0.295  0.003
N -0.281 0.004 0.349  0.292
C -0.713 -0.430 1.693  0.003
N 0.109 0.116 2.843  0.021
C 0.143 1.583 2.702  -0.010
N 0.761 2.009 1.430  0.016
C 2.116 1.493 1.351  0.013
N 2.203 -0.010 1.527  -0.003
C 1.819 -0.739 0.405  0.194
C 1.466 -0.399 2.784  -0.007
H -1.073 1.883 0.453  0.016
H 0.419 1.775 -0.632  -0.022
H -0.665 -1.524 1.834  -0.007
H -1.710 0.002 1.851  0.009
H 0.667 2.062 3.562  0.001
H -0.898 1.920 2.662  0.001
H 2.552 1.706 0.362  0.000
H 2.761 1.923 2.150  0.000
H 1.519 -1.774 0.606  -0.032
H 2.165 -0.262 -0.552  -0.091
H 2.106 -0.038 3.622  0.001
H 1.442 -1.497 2.743  -0.001

=====

(4)
Here is C7H20N5Tc as an isolated structure from OMol25. Energies are from ωB97M-V/def2-TZVPD.

Results
**Electronic energy**: -17222.269 eV
**Multiplicity**: 4
**Highest occupied orbital energy (spin up / spin down)**: -12.284 / -12.304 eV
**<S²>**: 3.78
**Gap between HOMO and LUMO (spin up / spin down)**: 8.19 / 7.68 eV
**Charge**: +1

Each line ends with the Mulliken spin population.
Cartesian coordinates (Å):
C -1.451 1.538 -3.572  -0.083
Tc -0.568 0.743 -1.969  3.230
N 0.418 -0.675 -3.220  0.005
H -1.445 1.621 -1.028  -0.097
H 0.605 1.940 -1.775  -0.113
H -1.817 2.561 -3.376  0.023
H -2.184 0.666 -3.380  0.015
H -0.959 1.521 -4.531  0.038
H 0.066 -1.520 -2.771  0.004
H 1.443 -0.705 -3.214  0.015
H 0.139 -0.722 -4.197  0.009
C 0.116 1.326 0.991  0.008
N -0.125 0.182 0.058  -0.072
C -1.206 -0.678 0.692  -0.024
N -0.842 -1.145 2.062  0.006
C -0.594 0.036 2.916  -0.001
N 0.490 0.871 2.366  0.002
C 1.708 0.046 2.284  0.002
N 1.507 -1.136 1.413  0.010
C 1.133 -0.667 0.054  -0.032
C 0.403 -1.934 1.988  -0.002
H -0.816 1.893 1.088  0.005
H 0.943 1.954 0.633  0.007
H -1.395 -1.586 0.098  0.023
H -2.124 -0.090 0.803  0.006
H -0.288 -0.301 3.917  0.000
H -1.516 0.625 2.994  -0.001
H 2.531 0.650 1.884  0.000
H 1.956 -0.301 3.295  0.000
H 0.963 -1.564 -0.568  0.001
H 1.987 -0.078 -0.321  0.015
H 0.691 -2.240 3.002  0.000
H 0.231 -2.830 1.381  0.000

=====

(5)
Here is a 2-piece molecular cluster, C7H20NOSi overall from OMol25. Energies are from ωB97M-V/def2-TZVPD.

Results
**Electronic energy**: -18990.430 eV
**Multiplicity**: 1
**Highest occupied orbital energy**: -12.747 eV
**Gap between HOMO and LUMO**: 10.02 eV
**Relative energy (zero: lowest compared OMol25 entry of this formula, charge and spin)**: 47.6 kcal per mole
**Charge**: +1

Each line ends with the Mulliken charge.
Cartesian coordinates (Å):
C 0.948 1.219 -1.468  -0.959
C 1.522 1.687 0.914  -0.862
C -2.550 -0.219 -0.767  -0.791
C 2.717 -1.812 1.056  -1.192
C 0.483 -1.938 -1.443  -1.177
C -2.210 1.581 0.944  -0.788
C 1.223 0.778 -0.271  0.414
N -1.715 0.892 -0.161  0.344
O -0.410 -1.234 0.895  -0.613
Si 1.096 -1.201 0.073  0.503
H 1.089 0.475 -2.179  0.269
H 0.518 2.197 -1.581  0.527
H -1.277 2.081 1.603  0.128
H 0.481 1.978 1.332  -0.072
H 2.053 2.543 0.550  0.389
H 2.143 1.339 1.856  0.278
H -2.023 -1.186 -0.842  0.266
H -3.459 -0.350 -0.267  0.303
H -2.646 0.182 -1.780  0.395
H 2.695 -1.664 2.090  0.405
H 3.057 -2.865 0.945  0.381
H 3.602 -1.148 0.750  0.333
H -0.438 -1.581 -1.846  0.382
H 1.297 -1.745 -2.213  0.371
H 0.426 -2.960 -1.301  0.410
H -3.085 2.205 0.539  0.429
H -2.580 0.892 1.760  0.321
H -0.837 0.167 0.125  -0.150
H -1.314 1.585 -0.788  0.460
H -0.805 -1.898 1.476  0.294

=====

(6)
Here is C7H21BFNO2SSb as an isolated structure from OMol25. Energies are from ωB97M-V/def2-TZVPD.

Results
**Electronic energy**: -33951.922 eV
**Multiplicity**: 1
**Highest occupied orbital energy**: -3.821 eV
**Gap between HOMO and LUMO**: 6.47 eV
**Charge**: -1

Each line ends with the Mulliken charge.
Cartesian coordinates (Å):
C -0.351 -1.464 -3.277  -1.033
C 0.188 -2.581 -2.366  0.035
C 1.685 -2.487 -2.103  -1.139
C 2.154 -1.368 -1.166  -0.323
N 1.517 -1.400 0.129  -0.474
Sb 0.863 0.344 1.124  0.749
S -0.115 1.378 -0.996  -0.531
C 0.352 2.108 2.387  -1.229
C -0.260 3.360 1.767  -0.399
C -1.750 3.192 1.566  -0.033
F -2.248 4.040 0.574  -0.352
B -1.146 -0.676 1.582  0.326
O -2.100 -1.027 0.625  -0.433
O -1.448 -0.961 2.892  -0.595
H -0.635 -1.844 -4.256  0.315
H -1.227 -0.998 -2.834  0.163
H 0.383 -0.669 -3.375  0.301
H -0.002 -3.541 -2.851  0.385
H -0.375 -2.602 -1.436  0.029
H 2.201 -2.422 -3.063  0.363
H 2.010 -3.416 -1.624  0.364
H 3.233 -1.550 -1.053  0.221
H 2.070 -0.386 -1.639  0.270
H 0.906 -2.198 0.237  0.173
H 2.359 1.085 0.599  -0.180
H 1.625 -0.280 2.589  -0.128
H -1.404 1.034 -0.985  0.019
H -0.313 1.743 3.177  0.385
H 1.284 2.381 2.884  0.381
H 0.206 3.654 0.830  0.299
H -0.119 4.198 2.460  0.356
H -2.288 3.443 2.481  0.320
H -1.999 2.173 1.274  -0.097
H -2.989 -0.795 0.896  0.235
H -2.264 -1.468 2.951  0.259

=====

Question: Which formula does entry 2 have?
Answer: C7H20N3OPt